DFT (wB97M-V/def2-TZVPD) results for a 2-piece molecular cluster, C2H9OS overall in a non-equilibrium geometry.

Summary:
* gap between HOMO and LUMO: 0.454 Eh
* HOMO level: -0.58783 hartree
* LUMO energy: -3.65 eV
* charge: +1

The geometry in XYZ format:
```
13
Properties=species:S:1:pos:R:3:forces:R:3:mulliken_charge:R:1
O -1.36187 0.65100 1.84036 -0.55 -0.17 0.50 -0.6298
H -2.23674 0.55126 1.43952 0.11 0.10 -0.06 0.3243
H -1.57481 0.66178 2.79101 0.29 0.09 -0.35 0.3198
H 0.08877 -0.71140 1.11289 -0.50 1.25 0.11 0.2808
C 0.46386 -1.54527 -0.95997 -0.22 0.61 -0.51 -0.8793
S 1.00447 -0.27453 0.22652 1.16 -1.58 -0.60 0.2207
C 0.66734 1.29081 -0.61930 -0.36 -0.19 0.85 -0.7475
H 0.60309 -2.54088 -0.57315 0.48 -0.18 0.33 0.3808
H -0.60256 -1.41302 -1.09735 -0.16 0.14 -0.16 0.3476
H 0.97876 -1.40132 -1.90740 0.10 -0.08 0.11 0.3318
H 0.55243 2.01759 0.18882 -0.27 0.04 -0.30 0.3400
H -0.17664 1.20900 -1.29571 -0.13 0.13 0.15 0.3266
H 1.59389 1.50497 -1.14623 0.05 -0.15 -0.07 0.3843
```
Forces are in eV/Å.

---

DFT (wB97M-V/def2-TZVPD) results for an isolated molecule of C5H8N2.

Summary:
* gap between HOMO and LUMO (alpha / beta): 0.280 / 0.296 Eh
* HOMO level (alpha / beta): -0.25112 / -0.26276 hartree
* LUMO energy (alpha / beta): 0.77 / 0.90 eV

The geometry in XYZ format:
```
15
Properties=species:S:1:pos:R:3:forces:R:3:mulliken_charge:R:1
C -2.33857 0.20578 -0.28831 -0.59 -0.14 -0.23 -0.4140
N -1.23004 -0.50881 -0.28609 0.03 0.02 -0.06 0.1505
C -0.79294 -1.20343 0.80644 -0.16 0.26 0.25 -0.5342
N 0.39937 -0.46306 1.17423 0.16 -0.09 0.02 -0.3735
C 0.91937 -0.07142 -0.10851 0.05 0.10 -0.26 0.4592
C 2.30749 0.45247 -0.17353 0.05 -0.02 -0.06 -1.0473
C -0.03958 -0.17903 -1.03204 0.13 0.22 0.13 -0.5164
H -2.67642 0.72254 -1.17006 -0.04 -0.15 -0.17 0.2696
H -2.90937 0.18568 0.63097 -0.16 -0.01 -0.28 0.2168
H -0.03829 0.44775 1.45719 0.63 -0.26 0.58 0.2858
H -1.52708 -1.38220 1.58651 0.05 0.11 -0.04 0.2935
H 2.39481 1.30278 0.51427 0.01 -0.12 -0.11 0.2629
H 3.02001 -0.30586 0.16306 -0.07 0.07 -0.07 0.2653
H 2.57353 0.78856 -1.17773 -0.04 -0.05 0.10 0.3129
H -0.06229 0.00825 -2.09641 -0.05 0.07 0.21 0.3688
```
Forces are in eV/Å.

---

DFT (wB97M-V/def2-TZVPD) results for a 6-piece molecular cluster, H13O6 overall in a non-equilibrium geometry.

Summary:
* gap between HOMO and LUMO: 0.438 Eh
* HOMO level: -0.55474 hartree
* LUMO energy: -3.16 eV
* charge: +1

The geometry in XYZ format:
```
19
Properties=species:S:1:pos:R:3:forces:R:3:mulliken_charge:R:1
O -0.47476 -1.77308 0.01209 -0.01 -0.06 0.58 -0.7213
H -0.62295 -2.69406 0.25465 -0.09 -0.03 -0.21 0.3555
H -0.07068 -1.73987 -0.87443 0.17 0.18 0.01 0.4104
O -2.88994 1.16061 -0.57800 0.18 -0.21 0.19 -0.6699
H -3.82344 0.94402 -0.67362 -0.11 0.19 0.06 0.3356
H -2.45380 0.32075 -0.74649 0.07 -0.19 -0.26 0.3216
O -1.18474 1.81941 1.74405 0.13 -0.70 -0.59 -0.7074
H -1.60956 1.39373 0.98116 -0.40 0.46 -0.23 0.3540
H -1.94122 2.25822 2.14758 0.19 0.07 0.37 0.3290
O 2.74057 0.63190 0.11372 0.16 -0.09 0.09 -0.6880
H 3.60026 0.23876 0.31123 0.03 0.03 -0.02 0.3556
H 2.91450 1.55676 -0.10064 -0.06 0.05 0.05 0.3551
O 0.71385 -1.12868 -2.43498 -0.01 -0.43 0.05 -0.7005
H 1.53119 -0.69616 -2.70209 0.01 0.15 0.10 0.3245
H 0.76723 -1.99637 -2.85422 -0.06 0.07 -0.22 0.3380
O 0.78737 -0.10165 1.56367 -0.89 -0.29 0.49 -0.4104
H 1.62588 0.22682 1.07627 -0.30 -0.05 -0.40 0.4806
H 0.36759 -0.95641 1.22195 0.54 0.23 -0.72 0.4857
H 0.02265 0.53531 1.53810 0.46 0.61 0.65 0.4519
```
Forces are in eV/Å.

---

DFT (wB97M-V/def2-TZVPD) results for C23H36F5GeNaO3PSeSiTe2 as an isolated structure in a non-equilibrium geometry.

Summary:
* gap between HOMO and LUMO: 0.215 Eh
* HOMO level: -0.15272 hartree
* LUMO energy: 1.71 eV
* charge: -1

The geometry in XYZ format:
```
74
Properties=species:S:1:pos:R:3:forces:R:3:mulliken_charge:R:1
Na 0.79850 0.35545 -1.13082 0.08 0.07 -0.17 0.5463
C -0.36707 1.53767 4.69631 0.19 0.28 0.02 -1.0120
Te -0.76978 1.19183 2.64740 -0.03 0.62 -0.31 1.1448
C -2.62680 0.25645 3.00970 -0.06 -0.02 -0.06 -0.8819
H -0.64344 0.63904 5.23997 -0.01 -0.01 -0.04 0.4628
H -0.95196 2.39610 5.00900 0.13 -0.10 0.07 0.4835
H 0.70023 1.71990 4.78221 0.05 -0.10 0.01 0.2074
H -3.27149 1.02314 3.42751 0.04 -0.15 0.01 0.3882
H -2.47414 -0.56400 3.70708 0.06 0.03 -0.06 0.5215
H -3.00389 -0.09511 2.05545 -0.04 -0.13 -0.10 0.0845
Ge -1.61667 -1.50198 -1.45417 -0.07 0.10 0.08 0.1173
C -0.46419 -2.88300 -0.50549 0.13 0.11 -0.03 0.1240
C -0.77411 -3.90296 0.39474 0.10 -0.04 0.01 0.0371
C 0.21131 -4.69709 0.97670 0.03 0.03 -0.03 -0.7229
C 1.55078 -4.49730 0.67168 -0.04 0.06 -0.05 -0.4856
C 1.88804 -3.51885 -0.25764 -0.12 -0.03 0.01 -0.7908
C 0.89085 -2.74660 -0.84140 0.02 -0.07 0.08 -0.3241
C -3.50425 -1.71790 -0.74393 0.01 0.12 -0.06 0.2069
C -3.93602 -2.42302 0.38002 0.05 0.01 0.19 0.1302
C -5.27419 -2.47154 0.75443 -0.09 0.07 -0.06 -0.7525
C -6.23296 -1.79372 0.01073 0.12 0.00 -0.04 -0.3720
C -5.83371 -1.07719 -1.11169 0.10 -0.07 0.07 -0.6585
C -4.49283 -1.05494 -1.48227 -0.06 -0.07 0.12 -0.6937
H -1.23108 -0.33512 -0.31827 0.00 -0.05 0.05 -0.2191
H -1.80214 -4.10736 0.65190 -0.06 -0.04 0.02 0.2576
H -0.07291 -5.47813 1.67343 0.00 -0.01 0.01 0.3683
H 2.31651 -5.11076 1.12971 0.02 -0.01 0.01 0.3440
H 2.92024 -3.37325 -0.55232 0.02 -0.01 0.00 0.4932
H 1.18088 -2.03668 -1.61568 0.06 -0.02 -0.02 0.5834
H -3.21191 -2.93093 1.00738 -0.09 0.06 -0.03 0.1792
H -5.56865 -3.03283 1.63439 0.00 0.00 0.01 0.3613
H -7.27524 -1.82299 0.30186 -0.03 0.00 0.01 0.3640
H -6.56595 -0.53842 -1.70056 -0.02 0.01 -0.02 0.3746
H -4.20152 -0.50069 -2.36799 0.01 0.01 -0.04 0.2905
C 2.42953 1.69946 -6.21087 0.02 0.01 -0.01 -1.0453
Si 1.61324 0.50973 -4.99698 0.03 -0.05 0.03 0.4624
C -0.15505 1.10340 -4.75431 -0.02 0.05 -0.02 -0.7174
C 1.52126 -1.16435 -5.85286 0.01 -0.02 0.01 -1.0310
Se 2.76685 0.40986 -3.09705 0.04 0.02 0.14 -0.6224
H 1.93741 1.67304 -7.18761 -0.02 0.01 -0.02 0.3168
H 3.48210 1.44197 -6.34558 0.00 0.00 -0.01 0.2414
H 2.38238 2.72115 -5.82874 0.02 0.01 0.01 0.2544
H -0.69045 1.16684 -5.70753 0.01 0.00 0.00 0.3269
H -0.16455 2.09439 -4.29394 0.00 0.02 0.00 0.2442
H -0.70338 0.41980 -4.10335 -0.03 -0.04 0.02 0.0110
H 1.04588 -1.08877 -6.83522 -0.02 0.00 -0.01 0.3222
H 0.94357 -1.86245 -5.24381 0.00 -0.02 0.01 0.2548
H 2.52282 -1.57995 -5.98130 0.00 0.00 -0.01 0.2688
F -1.57007 4.73798 3.11609 -0.10 -0.84 -0.19 -0.3009
C -2.06441 3.47861 2.82675 -0.44 -0.68 1.72 -0.2713
F -2.64467 3.01116 4.11619 -0.08 1.17 -1.26 -0.3227
C -3.29676 3.69048 1.95063 0.01 -0.17 0.21 0.7060
F -3.83952 2.51193 1.61423 -0.03 -0.37 0.01 -0.2382
F -2.97446 4.30893 0.82744 0.49 0.35 -0.69 -0.2572
F -4.26673 4.40878 2.51527 -0.33 0.32 0.47 -0.2831
C 5.37337 0.13709 0.15838 -0.01 0.01 -0.05 -1.2838
C 4.33842 -0.90587 0.49684 0.01 0.03 -0.07 0.5274
O 3.75280 -0.63334 1.80334 0.06 0.06 0.15 -0.4028
P 2.45222 0.25989 1.90460 0.02 -0.37 -0.07 0.2845
O 2.14702 0.94283 0.62641 -0.40 0.05 -0.06 -0.3463
Te 0.73397 -1.19617 2.78916 0.11 -0.26 -0.03 -0.3496
O 2.71974 1.30394 3.07826 -0.06 -0.06 0.13 -0.2677
C 3.25438 2.60086 2.72097 0.08 0.04 -0.06 -0.1591
C 2.13284 3.59200 2.52532 -0.02 0.06 -0.03 -0.8261
H 5.81740 -0.10160 -0.80816 0.00 0.01 -0.03 0.4039
H 6.15909 0.17487 0.91361 0.01 -0.01 0.03 0.3278
H 4.90536 1.11840 0.06875 0.00 -0.03 -0.03 0.2168
H 4.76859 -1.90018 0.59295 0.02 -0.02 -0.01 0.3786
H 3.55208 -0.92520 -0.25787 0.04 -0.02 -0.01 -0.2784
H 3.85470 2.50871 1.81503 0.02 0.03 0.02 0.1335
H 3.90493 2.87529 3.54930 0.02 0.04 0.00 0.3837
H 1.49445 3.29078 1.69291 0.06 0.00 0.03 0.0991
H 2.54428 4.57462 2.29399 0.00 0.04 0.00 0.4553
H 1.52898 3.68385 3.42937 -0.02 0.01 0.01 0.2263
```
Forces are in eV/Å.

---

DFT (wB97M-V/def2-TZVPD) results for an isolated molecule of C18H18N2O5S in a non-equilibrium geometry.

Summary:
* gap between HOMO and LUMO: 0.327 Eh
* HOMO level: -0.32306 hartree
* SMILES: CCCOc1ccc(S(=O)(=O)NNC(=O)c2cc3ccccc3o2)cc1
* LUMO energy: 0.11 eV

The geometry in XYZ format:
```
44
Properties=species:S:1:pos:R:3:forces:R:3:mulliken_charge:R:1
C 5.11364 -3.25541 -3.70454 -0.20 -0.09 -0.03 -1.1966
C 3.92127 -4.18106 -3.49696 0.12 0.14 0.39 -0.2236
C 3.78773 -4.59482 -2.02935 -0.02 -0.36 -0.48 -0.6990
O 3.52879 -3.49769 -1.17212 -0.04 0.27 0.18 -0.4481
C 2.29141 -2.96356 -1.09804 -0.24 0.20 0.10 0.7114
C 2.17485 -1.84385 -0.26220 0.00 -0.12 -0.09 -0.9375
C 0.95846 -1.22284 -0.08304 0.28 0.04 0.13 -0.0767
C -0.15189 -1.71872 -0.74418 -0.76 0.38 -0.06 -0.2226
S -1.74240 -0.94878 -0.51829 -0.10 -0.12 -0.07 1.3589
O -1.96968 -0.59576 0.85462 0.31 0.02 0.08 -0.6094
O -2.74240 -1.73542 -1.17493 0.21 -0.10 -0.27 -0.7026
N -1.64706 0.56191 -1.40264 0.16 -0.47 0.34 -0.5877
N -2.01020 1.62308 -0.58266 -0.37 -0.07 -0.10 -0.0425
C -1.15907 1.99993 0.42193 0.15 0.03 -0.39 0.1759
O 0.01923 1.69142 0.40885 -0.16 0.19 0.20 -0.7082
C -1.76296 2.86935 1.43080 0.73 0.47 1.10 0.8763
C -1.18452 3.44029 2.52782 -0.17 -0.46 -0.83 -1.0898
C -2.22116 4.14314 3.20298 -0.69 -0.03 -0.32 1.2328
C -2.29769 4.91939 4.35986 -0.03 -0.06 -0.10 -0.6743
C -3.51941 5.45164 4.70413 0.06 0.08 0.14 -0.5271
C -4.65834 5.22792 3.92513 -0.01 -0.04 -0.07 -0.3453
C -4.61108 4.46498 2.77631 0.00 -0.18 -0.27 -0.9815
C -3.38123 3.92709 2.42777 0.41 0.50 0.90 0.2350
O -3.09576 3.15560 1.35585 -0.25 -0.19 -0.35 -0.4563
C -0.06123 -2.81582 -1.57518 -0.08 0.00 -0.05 -0.8837
C 1.15859 -3.44271 -1.75857 0.23 -0.17 -0.02 -0.2492
H 5.16727 -2.93045 -4.74037 0.08 0.07 -0.07 0.3530
H 6.04076 -3.76534 -3.45320 0.14 -0.01 0.02 0.3179
H 5.02072 -2.37799 -3.06935 0.06 0.11 0.02 0.2771
H 4.03782 -5.08445 -4.09811 -0.09 -0.04 -0.01 0.3851
H 3.00946 -3.67351 -3.81710 -0.06 -0.10 -0.05 0.2895
H 3.02169 -5.36956 -1.90753 0.07 0.07 0.07 0.3540
H 4.74160 -4.99382 -1.67312 -0.14 -0.02 -0.03 0.3880
H 3.06121 -1.48804 0.23783 0.09 0.05 0.07 0.4406
H 0.85902 -0.35460 0.54999 0.06 0.05 0.08 0.4828
H -0.68186 0.70268 -1.68994 0.01 0.01 -0.04 0.3958
H -3.00726 1.68882 -0.42703 0.15 0.12 -0.06 0.3622
H -0.15407 3.36015 2.80601 0.24 -0.08 -0.01 0.5267
H -1.41914 5.09183 4.96175 0.08 0.04 0.08 0.4154
H -3.60736 6.05577 5.59464 0.00 0.05 0.07 0.3796
H -5.59737 5.66300 4.23186 -0.08 0.02 0.01 0.3785
H -5.48611 4.28766 2.17221 -0.12 -0.01 -0.06 0.4383
H -0.95452 -3.16957 -2.06433 -0.05 -0.11 -0.10 0.5070
H 1.21025 -4.30187 -2.40759 0.04 -0.06 -0.05 0.3798
```
Forces are in eV/Å.

---

DFT (wB97M-V/def2-TZVPD) results for C28H30BaClN4O5S3 as an isolated structure in a non-equilibrium geometry.

Summary:
* gap between HOMO and LUMO: 0.201 Eh
* HOMO level: -0.12918 hartree
* LUMO energy: 1.96 eV
* charge: -1

The geometry in XYZ format:
```
72
Properties=species:S:1:pos:R:3:forces:R:3:mulliken_charge:R:1
Ba -1.28619 -0.30213 -2.45433 0.81 0.00 0.48 0.8362
C 1.02686 -3.46528 -2.00222 0.80 0.83 -0.16 -0.6153
O 0.65309 -2.24609 -1.38816 -0.10 -0.47 0.61 0.3623
C 0.26672 -2.48287 -0.03920 0.25 1.46 0.25 -0.5652
C -1.08511 -3.14731 0.12504 0.32 -1.28 0.44 -0.3957
O -2.04060 -2.48182 -0.62707 0.10 1.21 -0.16 -0.1629
C -3.15317 -3.09858 -1.24840 -1.44 0.10 0.52 -0.4131
C -2.78976 -3.91903 -2.44883 0.95 0.73 -0.43 -0.7603
O -1.94085 -3.12186 -3.27859 -0.13 0.17 1.28 0.1223
C -1.84344 -3.66961 -4.54644 0.07 -0.11 -1.37 -0.9610
H 1.70896 -4.02273 -1.33079 -0.42 -0.06 -0.39 0.2974
H 1.55036 -3.18740 -2.90959 0.34 -0.02 -0.18 0.0958
H 0.15621 -3.98521 -2.32914 -0.65 -0.90 0.07 0.1070
H 0.26368 -1.47289 0.43110 -0.04 -0.61 -0.30 -0.0953
H 1.04646 -3.08709 0.44738 -0.20 0.03 0.12 0.4096
H -1.31472 -3.10639 1.21718 -0.06 -0.19 -0.57 0.3818
H -0.99047 -4.20989 -0.17919 -0.25 0.29 0.15 0.3045
H -3.78469 -2.23160 -1.55023 0.34 -0.63 -0.03 0.0045
H -3.77521 -3.69276 -0.53439 0.57 0.22 -0.28 0.3067
H -3.63339 -4.13727 -3.08264 -0.83 -0.27 0.30 0.6721
H -2.26059 -4.83153 -2.18988 0.19 -0.47 0.15 0.3106
H -2.80320 -4.07567 -4.89904 -0.07 0.81 -0.10 0.3590
H -1.24866 -4.58488 -4.53887 0.93 0.07 0.00 0.3440
H -1.47993 -2.83099 -5.19771 -0.31 -1.20 0.25 0.1238
C 3.19416 0.64151 7.64674 -0.44 0.85 -1.36 -0.8777
O 1.95664 0.66724 6.97332 -0.16 -0.42 0.05 -0.4493
C 1.63678 1.73556 6.21438 -1.63 -1.02 0.24 1.1335
C 0.32943 1.70338 5.71288 0.99 1.60 -0.97 -0.9318
C -0.11743 2.74818 4.90468 -0.08 -1.00 0.65 0.1942
C 0.65955 3.87497 4.65326 0.92 -0.77 1.71 -0.1519
C 1.87484 3.90468 5.33430 0.03 0.81 -1.22 -0.5751
C 2.40511 2.82586 6.03306 0.72 1.51 0.20 -0.4426
N 0.07955 5.00646 4.02449 -0.17 -0.32 -0.06 -0.9216
N -0.38117 4.86861 2.87692 0.49 0.54 -0.83 -0.0742
C -0.03782 3.79996 2.00559 -0.11 0.07 1.30 -0.0676
C 1.13769 3.05514 2.04444 -0.97 -0.03 -0.41 -0.5842
C 1.29480 1.99592 1.17405 0.27 -0.64 -0.13 -0.6327
C 0.37111 1.63814 0.15933 0.33 -0.70 -1.15 0.1146
O 0.61121 0.68129 -0.70774 -0.78 1.40 1.48 -0.3155
C -0.84365 2.46406 0.09445 1.48 -0.05 0.81 -0.5435
N -1.73488 2.23888 -0.88168 1.47 -1.99 0.20 -0.0104
C -2.80495 2.91989 -0.94563 -2.30 1.99 -0.87 -0.2626
C -3.08367 4.08283 -0.14839 0.99 -1.71 0.53 -1.0862
C -2.18021 4.25850 0.87158 -1.31 2.20 0.28 -0.3470
C -1.02844 3.48759 1.04775 0.28 -0.37 -1.06 1.4667
H 3.05762 -0.19520 8.25039 0.35 -1.26 1.47 0.2719
H 3.33816 1.56667 8.20252 0.28 -0.09 0.19 0.3490
H 3.99039 0.44297 6.92842 0.30 0.26 0.09 0.3191
H -0.25375 0.87510 5.99296 -0.87 -0.86 0.03 0.4929
H -1.10632 2.70025 4.50967 -0.62 -0.03 -0.28 0.3634
H 2.46534 4.79111 5.18197 0.31 0.28 0.22 0.3390
H 3.34128 2.93930 6.56549 0.11 -0.01 -0.31 0.3237
H 1.92728 3.25886 2.74180 0.08 0.12 0.16 0.4641
H 2.16773 1.36902 1.33799 0.00 0.04 -0.47 0.3937
H -3.46392 2.57716 -1.72888 -0.48 0.26 -0.17 0.4570
H -3.96928 4.70351 -0.25990 0.25 -0.23 -0.10 0.3896
H -2.31694 5.12676 1.53655 0.11 -0.57 -0.24 0.3870
S -4.82517 -2.21889 -4.63368 -0.06 0.42 0.30 -0.4271
C -3.84213 -0.90042 -4.19271 -0.83 -0.34 -0.20 0.0781
S -4.14744 0.02472 -2.74297 -0.68 -0.03 -0.10 -0.4718
S -2.55422 -0.43091 -5.21443 0.54 0.40 -0.39 -0.3913
Cl 3.21454 -1.56730 -7.03933 -0.27 -0.43 -0.41 -0.2372
C 2.86917 -1.16530 -5.40007 1.60 0.83 -0.56 0.3117
C 3.94547 -0.85618 -4.59674 0.82 -0.80 0.24 -0.2980
C 3.70681 -0.45620 -3.31970 0.01 1.13 1.60 -0.9017
C 2.39206 -0.19415 -2.89815 0.73 -0.83 -1.61 -0.4464
N 1.37443 -0.41101 -3.73638 -0.12 0.04 0.37 0.1862
C 1.62334 -0.88737 -4.95649 -1.69 -0.72 -0.28 -0.4181
H 4.97269 -1.02710 -4.89515 -0.13 0.04 -0.34 0.3961
H 4.54431 -0.22672 -2.63483 -0.57 -0.26 -0.45 0.3741
H 2.17576 0.13481 -1.91355 -0.40 0.37 0.71 0.7133
H 0.79177 -1.18127 -5.61859 0.05 0.60 0.53 0.2778
```
Forces are in eV/Å.

---

We obtain ΔE to the lowest compared entry with this formula, charge and spin values of 36.5; 412.8; 43.9; 98.1; 204.5; 56.4 kJ/mol for the records listed above, in that order.